1.
Below is C6H10O in the gas phase, with properties calculated with the ωB97M-V functional and the def2-TZVPD basis.

Atoms and positions in Å:
C -0.357 -0.634 1.165
C -0.121 0.859 1.380
O 0.374 1.492 0.219
C -0.405 1.295 -0.943
C -0.080 0.027 -1.708
C 0.453 -1.074 -1.182
C 0.768 -1.208 0.286
H -1.322 -0.793 0.667
H -0.424 -1.131 2.140
H -1.035 1.362 1.737
H 0.659 1.002 2.137
H -1.480 1.349 -0.695
H -0.185 2.152 -1.586
H -0.258 0.069 -2.782
H 0.731 -1.903 -1.832
H 1.682 -0.624 0.443
H 1.000 -2.242 0.555

Output
SMILES string: C1=CCOCCC1
Gap between HOMO and LUMO in eV: 10.33
M in g/mol: 98.145

=====

2.
Below is a gas-phase ion, C5H15N2 (charge +1) in a non-equilibrium geometry, with properties calculated with the ωB97M-V functional and the def2-TZVPD basis.

Atoms and positions in Å:
N -0.689 0.554 -2.053
C -0.539 -0.901 -1.852
C 0.431 -1.070 -0.691
N 0.018 -0.267 0.439
C 1.056 0.389 1.243
C 0.786 1.890 1.533
C -0.924 -1.046 1.272
H 0.172 0.939 -2.463
H -1.304 0.901 -2.795
H -0.887 0.895 -1.083
H -1.522 -1.330 -1.614
H -0.045 -1.379 -2.696
H 1.414 -0.730 -1.018
H 0.443 -2.153 -0.451
H 1.960 0.445 0.616
H 1.161 -0.090 2.228
H -0.280 2.049 1.301
H 0.810 2.145 2.609
H 1.466 2.521 0.980
H -0.579 -2.081 1.382
H -1.908 -0.954 0.795
H -1.041 -0.726 2.319

Output
SMILES string: CCN(C)CC[NH3+]
Gap between HOMO and LUMO in eV: 9.52
Net charge: +1
M in g/mol: 103.189